Density functional theory data (ωB97M-V with the def2-TZVPD basis set) for C4H8N2 as an isolated structure in a non-equilibrium geometry.

LUMO energy	1.042	eV
molar mass	84.12	Da
HOMO level	-8.43	eV
energy	-266.61374	a.u.
gap between HOMO and LUMO	0.3480	Eh
energy relative to the best compared isomer or geometry (same formula, charge and spin)	2.9460	eV
multiplicity	1
maximum force	0.05381	Eh/bohr

XYZ file:
```
14
Properties=species:S:1:pos:R:3:forces:R:3
N -0.678 -1.198 -0.603 1.1 0.5 -1.4
N 0.611 0.121 1.864 -0.1 0.6 -0.1
C -0.083 0.518 0.677 -1.6 -1.4 1.0
C 0.085 -0.135 -0.624 -0.9 -1.2 -0.5
C 0.807 0.406 -1.810 0.3 -0.3 0.0
C -1.485 -0.872 0.487 1.2 2.2 1.1
H -1.688 -1.654 1.220 0.0 0.2 0.1
H 0.442 -0.810 2.220 0.6 0.3 -0.3
H -0.181 1.608 0.645 -0.1 0.0 0.1
H 1.831 0.691 -1.557 0.0 0.0 0.0
H 0.297 1.300 -2.182 0.0 0.0 0.1
H 0.821 -0.336 -2.608 0.0 0.1 0.0
H -2.305 -0.185 0.308 -0.2 -0.3 -0.2
H 1.528 0.546 1.962 -0.2 -0.6 0.2
```
Forces are in eV/Å.

---

Density functional theory data (ωB97M-V with the def2-TZVPD basis set) for C33H40BaN6O as an isolated structure in a non-equilibrium geometry.

LUMO energy (spin up / spin down)	4.093 / 4.228	eV
molar mass	674.05	Da
HOMO level (spin up / spin down)	2.32 / 1.03	eV
energy	-1710.51569	a.u.
gap between HOMO and LUMO (spin up / spin down)	0.0653 / 0.1174	Eh
multiplicity	1
maximum force	0.13860	Eh/bohr
charge	-2

XYZ file:
```
81
Properties=species:S:1:pos:R:3:forces:R:3
Ba 0.154 0.112 0.476 -6.3 -1.7 2.9
O -0.429 -1.103 4.643 -0.4 0.4 -0.1
N 1.008 -2.672 2.701 0.4 -0.2 -0.2
N -2.669 -1.252 4.743 2.4 -0.1 1.3
N -2.834 -0.212 0.753 -0.1 0.6 -1.8
N 0.479 -0.896 -2.866 0.6 0.0 2.5
N 0.959 -1.964 -0.960 -0.1 1.2 -1.7
N -1.554 -0.636 2.662 1.4 -0.4 2.1
C 1.461 2.214 -0.167 -0.3 1.7 0.4
C -1.150 2.039 -4.482 0.1 -0.2 0.1
C 1.332 -2.031 0.453 0.9 -2.0 -0.2
C 1.269 0.613 -4.575 -0.5 0.5 -0.2
C -2.745 -0.550 2.071 -2.8 -0.8 2.1
C 2.569 -0.136 -4.611 0.6 -0.1 -0.1
C 0.616 1.226 3.410 0.6 0.4 -0.1
C 0.350 -3.327 3.625 -0.9 -0.7 0.1
C 1.206 2.915 -1.511 0.3 -0.4 1.0
C -1.490 -0.986 4.015 0.1 -0.1 -0.4
C 0.663 -2.234 -3.143 -0.3 0.4 0.1
C 1.035 1.694 -5.430 0.0 0.1 -0.1
C -0.402 3.568 -6.352 0.0 0.0 -0.1
C -0.966 0.963 -3.604 0.4 0.2 -0.5
C -1.416 -3.934 2.115 -0.3 0.1 -0.2
C -2.022 0.596 -2.602 -0.5 0.1 0.4
C 0.946 -2.900 -2.006 -0.1 0.9 0.7
C 2.516 1.335 0.155 1.2 0.1 -0.9
C -0.707 3.090 1.090 0.8 0.0 0.0
C -0.752 -3.242 1.121 0.2 0.1 0.3
C -0.877 -3.990 3.394 0.5 -0.1 0.5
C 0.247 0.266 -3.694 0.1 -1.0 -0.3
C -3.918 -0.805 2.796 0.2 0.5 -2.0
C -3.863 -1.149 4.114 -2.3 -0.3 0.9
C 3.306 -0.034 2.277 -0.5 0.9 -0.3
C 2.390 0.920 1.493 0.3 0.4 1.6
C 0.493 -2.647 1.451 1.0 -0.6 -1.6
C -0.163 2.419 -5.400 0.1 -0.1 0.2
C -2.611 -1.615 6.180 -0.1 0.3 -1.1
C 0.635 2.393 1.003 2.7 0.3 1.4
C 1.234 1.533 2.073 0.8 2.8 -1.3
C 3.678 0.947 -0.795 -0.8 0.5 0.8
C 0.709 -0.705 -1.540 1.4 -2.0 -3.4
H -3.720 -0.125 0.272 0.3 -0.1 0.4
H -2.026 -0.080 0.180 -1.0 -0.2 0.0
H -1.593 -1.664 6.569 -0.1 0.1 -0.5
H -1.005 3.252 -7.215 0.1 0.0 0.2
H -3.079 -2.596 6.326 -0.1 0.0 0.0
H -1.168 3.243 0.107 0.1 0.0 0.1
H -4.888 -0.732 2.320 0.0 0.0 -0.1
H -0.443 4.058 1.516 -0.7 0.3 0.0
H 4.049 -0.482 1.615 0.0 0.0 0.0
H 2.923 -0.420 -3.609 -0.2 0.1 -0.2
H 3.383 1.064 -1.843 0.0 0.0 0.2
H 3.828 0.580 3.024 0.1 -0.3 0.0
H 0.794 -3.352 4.626 -0.2 0.1 -0.3
H 2.385 -1.855 0.658 -0.3 -0.1 -0.1
H -1.439 2.597 1.746 0.3 0.0 -0.1
H -3.161 -0.867 6.766 -0.1 0.0 0.0
H -2.093 2.593 -4.441 0.3 -0.1 0.0
H 4.013 -0.086 -0.642 -0.1 0.2 0.0
H 0.546 -2.501 -4.132 -0.2 -1.2 -1.7
H -4.755 -1.345 4.702 0.1 0.0 -0.1
H 0.137 3.078 -1.710 0.2 0.0 0.1
H 3.355 0.483 -5.078 -0.4 -0.2 0.2
H 0.542 3.968 -6.742 -0.2 -0.1 0.1
H 2.504 -1.062 -5.203 -0.1 0.2 0.1
H 2.753 -0.837 2.786 0.1 0.2 -0.2
H -3.008 0.998 -2.902 0.5 -0.2 0.1
H -0.944 4.388 -5.864 0.1 -0.2 -0.1
H 0.846 0.215 3.775 -0.1 0.5 -0.2
H -2.362 -4.426 1.883 0.2 0.1 0.1
H 1.046 1.958 4.092 -0.1 0.1 0.5
H -1.800 1.034 -1.604 -0.1 -0.1 -0.5
H 1.704 3.887 -1.445 -0.2 0.1 -0.4
H 1.621 2.357 -2.354 0.0 0.1 0.1
H 1.139 -3.921 -1.813 0.1 -0.8 0.0
H 1.822 1.985 -6.133 -0.3 0.0 0.2
H -2.129 -0.489 -2.463 0.1 0.2 -0.1
H -0.479 1.333 3.430 0.5 0.0 -0.1
H 4.525 1.620 -0.597 0.0 -0.2 -0.2
H -1.137 -3.155 0.109 0.0 -0.1 0.1
H -1.373 -4.522 4.212 0.2 0.2 -0.3
```
Forces are in eV/Å.

---

Density functional theory data (ωB97M-V with the def2-TZVPD basis set) for a 2-piece molecular cluster, C5H11NO overall in a non-equilibrium geometry.

LUMO energy (spin up / spin down)	3.701 / 3.343	eV
molar mass	101.15	Da
HOMO level (spin up / spin down)	-3.12 / -3.12	eV
energy	-327.03687	a.u.
gap between HOMO and LUMO (spin up / spin down)	0.2506 / 0.2374	Eh
energy relative to the best compared isomer or geometry (same formula, charge and spin)	1.0356	eV
multiplicity	2
maximum force	0.03296	Eh/bohr
charge	-1

XYZ file:
```
18
Properties=species:S:1:pos:R:3:forces:R:3
O -3.273 0.256 -0.182 -0.2 0.3 -0.2
N -1.132 -1.093 0.747 0.4 -0.6 0.2
C 3.024 -0.187 0.481 0.2 -0.4 -0.1
C 0.681 0.265 -0.230 0.0 -0.2 -0.8
C 2.071 0.170 -0.441 -0.5 -0.1 0.1
C -0.276 0.766 -1.305 1.6 0.2 0.5
C 0.013 -0.242 0.999 -0.4 0.9 0.7
H -0.788 -0.041 -1.819 -0.2 0.0 0.0
H -0.369 0.625 1.570 -0.1 0.0 -0.2
H -0.908 -1.745 0.001 -0.1 0.0 0.1
H -1.989 -0.567 0.465 -0.1 0.1 0.1
H 0.352 1.329 -2.006 -0.4 0.0 -0.2
H 4.049 -0.320 0.156 0.0 0.1 0.1
H -4.152 0.651 -0.097 0.3 -0.2 0.1
H 2.468 0.331 -1.442 -0.3 0.4 -0.1
H -1.023 1.407 -0.840 -0.3 -0.1 -0.1
H 0.740 -0.652 1.701 0.0 -0.5 -0.1
H 2.784 -0.523 1.478 0.0 0.2 0.1
```
Forces are in eV/Å.

---

Density functional theory data (ωB97M-V with the def2-TZVPD basis set) for C23H41IP2Ru as an isolated structure in a non-equilibrium geometry.

LUMO energy (spin up / spin down)	-7.807 / -7.130	eV
molar mass	607.50	Da
HOMO level (spin up / spin down)	-12.96 / -13.01	eV
energy	-1975.38314	a.u.
gap between HOMO and LUMO (spin up / spin down)	0.1894 / 0.2163	Eh
energy relative to the best compared isomer or geometry (same formula, charge and spin)	2.9588	eV
multiplicity	5
maximum force	0.09527	Eh/bohr
charge	+2

XYZ file:
```
68
Properties=species:S:1:pos:R:3:forces:R:3
I -2.459 2.728 -0.236 -1.5 0.0 -0.1
Ru -0.957 2.117 1.830 -2.6 -2.8 -2.2
P 0.313 2.775 -0.037 1.4 1.1 -2.4
P 2.995 1.029 -0.522 1.3 -1.9 -3.2
C -0.894 -0.123 3.290 -0.3 -1.0 0.5
C 4.189 1.003 0.816 -0.4 0.1 0.7
C -1.324 -2.869 1.562 0.4 -0.4 0.0
C 2.191 2.578 -0.837 -0.5 -0.2 0.9
C -3.540 1.463 2.943 -0.9 -0.2 0.4
C -3.373 -1.546 0.829 -0.7 0.7 -0.1
C 1.738 -0.174 -0.936 -2.0 1.1 4.3
C -2.000 -0.470 2.339 0.1 1.4 -0.9
C 0.710 3.336 1.620 1.9 1.6 -0.6
C -3.986 -2.611 -0.003 0.0 -0.4 -0.3
C 1.365 -0.547 -3.486 0.4 -0.7 -2.0
C 1.262 -3.329 -1.518 0.5 0.3 -0.2
C -3.172 0.306 2.114 1.2 -0.3 0.9
C 2.071 -1.939 -3.457 0.1 0.4 -0.2
C 1.153 -2.922 -2.777 -0.1 -0.1 -0.3
C -5.332 0.061 0.656 -0.5 0.2 -0.3
C 0.955 -0.242 -2.170 -1.0 1.5 1.7
C -4.003 -0.339 1.153 0.4 -1.5 -0.2
C 1.623 -1.397 -0.004 0.4 -0.8 0.0
C 2.245 -2.712 -0.553 -0.2 -0.3 0.4
C 0.111 4.106 -1.431 0.1 -0.2 0.3
C 4.041 0.493 -1.877 1.3 1.1 0.0
C -2.136 -1.637 1.510 -0.5 -0.1 0.1
H 0.140 4.188 1.948 0.3 1.0 0.1
H 4.499 -0.030 1.068 -0.2 0.6 -0.2
H 1.081 4.377 -1.861 -0.1 0.0 0.5
H 3.806 1.536 1.698 0.3 -0.3 -0.1
H -1.837 -3.619 2.198 0.3 0.3 -0.2
H 2.439 -3.400 0.287 -0.1 0.3 -0.3
H -1.203 -3.343 0.570 0.0 0.3 0.4
H 2.773 3.422 -0.415 -0.4 -0.3 -0.5
H 1.995 0.258 -3.907 0.0 -0.4 -0.2
H -1.323 0.059 4.288 0.5 0.0 -0.2
H 3.027 -1.829 -2.925 -0.3 -0.2 -0.1
H 2.075 2.638 -1.943 0.0 0.0 0.9
H -4.949 -2.959 0.396 0.2 0.1 0.0
H -0.461 3.694 -2.268 -0.1 -0.3 0.4
H 2.320 -2.262 -4.474 -0.1 0.0 0.1
H -4.235 2.150 2.430 0.4 -0.2 0.5
H -3.317 -3.473 -0.051 -0.2 0.0 -0.1
H 0.452 -0.590 -4.096 0.4 -0.1 -0.1
H 0.294 -3.226 -3.378 0.3 -0.3 0.1
H -0.382 5.020 -1.131 -0.3 0.0 0.4
H -0.146 -0.933 3.341 -0.5 0.2 0.2
H 0.559 2.505 2.432 1.4 0.4 0.8
H 4.241 -0.585 -1.775 -0.1 0.5 0.1
H -0.085 -0.050 -1.912 0.0 -0.2 -0.5
H -2.636 1.977 3.249 0.5 0.9 0.5
H 0.529 -1.475 0.086 0.3 -0.6 0.3
H 3.229 -2.536 -1.018 -0.3 0.1 0.2
H -3.951 1.091 3.919 0.0 0.5 -0.7
H -0.336 -2.669 1.990 -0.1 -0.2 -0.1
H -0.203 0.745 3.060 -0.2 0.0 0.1
H 2.048 -1.219 1.001 -0.2 0.3 -0.3
H 5.041 1.565 0.384 -0.4 -0.3 0.4
H 0.584 -4.067 -1.113 -0.2 0.0 0.0
H -4.181 -2.283 -1.031 0.1 0.0 0.1
H 4.952 1.061 -1.727 0.6 -0.2 -0.8
H 1.787 3.459 1.597 0.1 0.4 1.0
H 3.608 0.693 -2.857 0.1 0.0 0.2
H -5.688 1.036 0.995 0.2 -0.1 0.1
H 1.055 0.514 -0.354 -0.5 -1.0 -0.1
H -6.105 -0.679 0.916 0.3 0.1 -0.1
H -5.283 0.101 -0.438 -0.2 0.0 0.0
```
Forces are in eV/Å.